Formula: C7H11Br9O3
Source: the Open Molecules 2025 dataset
Level of theory: ωB97M-V with the def2-TZVPD basis set

XYZ file:
```
30
C7H11Br9O3, DFT ωB97M-V with the def2-TZVPD basis set
C 1.746 -1.928 -0.176
C 1.471 -0.498 0.369
O 2.764 0.091 0.681
C 3.551 0.797 -0.190
O 3.435 0.823 -1.450
O 4.515 1.469 0.539
C 5.498 2.193 -0.149
H 0.891 -2.294 -0.744
H 2.064 -2.695 0.531
H 2.527 -1.838 -0.931
H 0.758 -0.595 1.188
H 0.938 0.003 -0.439
H 5.083 2.881 -0.886
H 6.137 1.491 -0.686
H 6.260 2.740 0.405
C -1.812 3.229 -2.155
Br -0.826 1.719 -3.102
Br -3.542 3.744 -3.034
Br -0.592 4.792 -2.138
H -2.040 2.864 -1.154
C -4.862 -3.634 1.825
Br -6.295 -2.700 0.761
Br -3.957 -4.940 0.709
Br -5.417 -4.356 3.597
H -4.043 -2.936 2.000
C -3.000 -0.068 1.040
Br -1.708 1.436 1.356
Br -1.838 -1.767 0.976
Br -4.026 0.072 -0.636
H -3.678 -0.094 1.893
```

**HOMO (alpha / beta)**: -1.8 / -6.1 eV
**Spin multiplicity**: 2
**Net charge**: -1
**Molar mass**: 862.298 g mol⁻¹
**HOMO-LUMO gap (alpha / beta)**: 3.70 / 8.04 eV
**E**: -23665.1359 Eh
**LUMO level (alpha / beta)**: 1.936 / 1.931 eV